Record 1
DFT (ωB97M-V with the def2-TZVPD basis set) results for a cluster of 5 separate species, C16H30BrCl8NO3 in total.

- E_tot (eV) = -194932.211
- LUMO level (hartree) = 0.0105
- largest force on an atom (eV/Å) = 1.03
- SMILES string = C=CC[C@@](CCCCN)(OCCC)OC(=O)Br.ClCCl.ClCCl.ClCCl.ClCCl
- gap between HOMO and LUMO (eV) = 9.82
- molecular weight (Da) = 647.948

Structure (XYZ):
```
59
Properties=species:S:1:pos:R:3:forces:R:3:lowdin_charge:R:1
C 3.3996 -0.8836 0.8421 -0.2 0.4 -0.2 0.01
C 2.6551 -0.3542 -0.1271 0.0 -0.1 0.4 -0.19
C 1.2968 -0.8982 -0.5218 0.5 -0.3 0.2 -0.11
C 0.5200 -0.1085 -1.5613 -1.0 -0.1 0.2 -0.43
C -0.7128 -0.8797 -2.0894 0.4 0.2 -0.1 -0.08
C -1.9702 -0.7176 -1.2452 -0.3 -0.3 0.0 -0.17
C -2.0536 -1.4833 0.0822 -0.1 0.0 -0.1 -0.21
C -1.6289 -2.9514 0.0756 0.0 -0.2 0.4 -0.28
N -1.5277 -3.5078 1.4486 0.1 0.6 -0.3 0.00
O 0.1060 1.1578 -1.1654 0.2 -0.1 -0.2 -0.06
C 0.2775 1.5825 0.1836 0.1 0.3 0.4 -0.19
C -0.5046 2.8916 0.4234 0.0 -0.1 0.0 -0.19
C -1.4152 3.3186 -0.7303 0.2 0.1 0.7 -0.14
O 1.4066 0.1935 -2.7107 0.7 0.1 0.4 -0.02
C 2.0968 -0.8087 -3.2339 -0.1 -0.2 -0.4 -0.92
O 1.6933 -1.8489 -3.6340 0.0 0.0 0.2 0.08
Br 3.9918 -0.4175 -3.3611 -0.1 0.2 -0.1 0.76
H 4.4089 -0.5145 1.0019 -0.2 0.0 0.1 0.06
H 3.0405 -1.6540 1.5176 0.1 -0.1 -0.3 0.01
H 3.0207 0.5043 -0.6798 0.1 -0.2 -0.1 0.04
H 1.4604 -1.9038 -0.9272 -0.1 0.1 -0.1 0.13
H 0.6764 -1.0502 0.3655 -0.1 0.1 -0.1 0.12
H -0.9057 -0.4925 -3.0939 0.0 0.0 0.1 0.14
H -0.4354 -1.9269 -2.2184 -0.1 0.0 0.0 0.11
H -2.8140 -1.0575 -1.8591 0.1 0.0 0.0 0.12
H -2.1544 0.3385 -1.0453 0.0 0.0 -0.1 0.07
H -1.5154 -0.9619 0.8835 0.1 0.0 -0.1 0.08
H -3.1090 -1.4711 0.3824 0.1 0.1 0.1 0.10
H -2.3740 -3.5527 -0.4546 0.2 0.1 -0.2 0.11
H -0.6604 -3.1073 -0.4025 -0.1 0.0 -0.1 0.10
H -2.2755 -3.0648 1.9795 0.0 -0.3 0.1 -0.01
H -0.6798 -3.1117 1.8499 0.0 -0.2 0.1 0.05
H 1.3371 1.7439 0.3923 -0.1 -0.1 0.0 0.07
H -0.0827 0.8333 0.8954 -0.1 -0.1 -0.2 0.10
H 0.2052 3.6831 0.6808 -0.1 0.0 -0.1 0.09
H -1.1312 2.7500 1.3104 0.1 0.0 0.0 0.08
H -2.0346 4.1521 -0.3881 0.1 0.0 -0.2 0.08
H -2.0802 2.5019 -0.9906 0.1 0.1 -0.2 -0.02
H -0.8290 3.6437 -1.5886 -0.2 -0.1 -0.1 0.05
C -2.2969 -0.8652 4.2779 0.1 0.0 -0.1 -1.00
Cl -3.7179 -1.7560 3.7191 -0.1 0.0 0.1 0.54
Cl -2.1864 0.7382 3.5393 0.0 0.0 0.0 0.52
H -2.3624 -0.7513 5.3526 0.0 0.0 0.0 0.03
H -1.4128 -1.4276 4.0011 0.0 0.0 0.0 0.02
C 2.1619 4.1521 -2.1112 0.0 -0.1 -0.1 -0.98
Cl 1.3820 5.5967 -1.4557 0.0 0.0 0.0 0.54
Cl 3.1377 3.3148 -0.8978 0.1 0.1 0.0 0.57
H 1.4002 3.4637 -2.4621 0.0 0.0 0.1 0.02
H 2.8153 4.4568 -2.9192 0.0 0.0 0.0 0.03
C -5.3559 1.8542 -1.3970 -0.1 0.0 0.0 -0.99
Cl -4.2369 2.7569 -2.4246 -0.2 0.0 -0.1 0.56
Cl -4.6772 1.4925 0.1989 0.0 0.0 0.0 0.53
H -6.2464 2.4537 -1.2544 0.0 0.0 0.0 0.02
H -5.5937 0.9188 -1.8882 0.0 0.0 0.0 0.02
C 5.7901 -3.3850 2.9788 0.0 0.0 -0.1 -1.02
Cl 4.0402 -3.5814 3.1449 0.0 -0.1 0.1 0.52
Cl 6.6476 -3.7314 4.4831 0.0 0.0 0.0 0.51
H 6.1378 -4.0718 2.2173 0.0 0.0 0.0 0.03
H 5.9920 -2.3588 2.6967 0.0 0.0 0.0 0.02
```
Forces are in eV/Å.

Record 2
DFT (ωB97M-V with the def2-TZVPD basis set) results for a cluster of 2 separate species, CHO6S in total.

- E_tot (eV) = -24173.904
- LUMO level (hartree) = 0.0798
- largest force on an atom (eV/Å) = 3.81
- net charge = -1
- gap between HOMO and LUMO (eV) = 6.00
- molecular weight (Da) = 141.080
- energy above the lowest of the compared OMol25 structures with the same formula, charge and spin (kJ/mol) = 197.2

Structure (XYZ):
```
9
Properties=species:S:1:pos:R:3:forces:R:3:lowdin_charge:R:1
C -0.6348 -0.4869 0.1875 0.5 -0.1 2.8 -0.92
O 1.2641 -4.5678 2.2299 0.6 -0.2 -0.6 -0.25
O -0.8721 0.4156 1.0210 -0.2 0.2 -0.1 -0.09
O 0.3693 -5.2856 0.0945 1.4 0.1 -0.2 -0.25
O 2.7310 -4.3378 0.2561 -1.2 -0.8 0.0 -0.25
O -1.0939 -0.2659 -1.0672 -3.3 0.6 -1.8 -0.01
O -0.0696 -1.5710 0.3860 0.7 -0.6 -0.3 -0.06
S 1.4770 -4.7442 0.8257 -0.9 1.1 0.7 0.70
H -2.0433 0.0673 -0.8972 2.4 -0.3 -0.6 0.13
```
Forces are in eV/Å.

Record 3
DFT (ωB97M-V with the def2-TZVPD basis set) results for the molecule C3H7NO3.

- E_tot (eV) = -10856.562
- LUMO level (hartree) = 0.0214
- largest force on an atom (eV/Å) = 2.16
- SMILES string = N[C@@H](CO)C(=O)O
- gap between HOMO and LUMO (eV) = 10.73
- molecular weight (Da) = 105.093
- energy above the lowest of the compared OMol25 structures with the same formula, charge and spin (kJ/mol) = 174.3

Structure (XYZ):
```
14
Properties=species:S:1:pos:R:3:forces:R:3:lowdin_charge:R:1
O 0.1872 2.2492 -0.0145 0.2 0.6 0.3 0.14
C 0.7587 1.2680 -0.3587 0.6 -1.5 -1.0 -0.50
O 1.6755 1.1746 -1.3578 0.2 -0.1 0.1 0.10
C 0.3841 -0.1656 0.0727 -1.3 0.1 0.6 -0.28
C -1.1071 -0.1780 -0.2632 -2.0 -0.7 0.4 -0.21
O -1.7648 -1.4718 -0.3186 1.1 0.0 -0.1 -0.08
N 0.5641 -0.3856 1.5344 0.3 -1.3 -0.5 0.06
H 1.8826 2.0073 -1.8071 -0.3 0.2 0.4 0.13
H 0.8578 -0.9919 -0.4800 0.3 0.8 -0.2 0.15
H -1.3814 0.2764 -1.2247 0.4 0.2 0.4 0.13
H -1.6577 0.2941 0.5744 0.5 0.7 -0.6 0.13
H -1.1769 -2.1098 0.0967 -0.1 -0.2 0.0 0.07
H -0.3055 -0.7024 1.9656 -0.2 0.7 -0.2 0.07
H 1.0833 -1.2648 1.5807 0.4 0.5 0.3 0.07
```
Forces are in eV/Å.

Record 4
DFT (ωB97M-V with the def2-TZVPD basis set) results for a cluster of 2 separate species, C2H6NS3 in total.

- E_tot (eV) = -36157.918
- LUMO level (hartree) = -0.1988
- largest force on an atom (eV/Å) = 6.48
- net charge = +1
- gap between HOMO and LUMO (eV) = 8.05
- molecular weight (Da) = 140.278
- energy above the lowest of the compared OMol25 structures with the same formula, charge and spin (kJ/mol) = 167.0

Structure (XYZ):
```
12
Properties=species:S:1:pos:R:3:forces:R:3:lowdin_charge:R:1
C -0.7092 -1.5433 0.0256 1.8 1.0 1.4 -0.52
C -0.7692 -0.0514 -0.0801 -0.2 -0.4 0.2 -1.09
N 1.5813 0.7520 -0.0500 -4.1 4.3 2.6 0.03
S -0.5375 -1.6051 1.8803 -0.6 -0.7 -0.8 0.65
S -1.0674 0.3508 1.5537 0.0 0.8 -0.7 0.71
S -1.2707 0.7206 -1.5377 0.8 2.1 2.0 0.90
H -1.5665 -1.7535 -0.5231 -2.4 -1.4 0.0 0.07
H 0.0357 -2.1626 -0.4185 1.0 0.2 -0.5 0.09
H 2.4515 0.4685 -0.2845 3.5 -1.0 -1.4 -0.01
H 1.7135 1.2509 0.9119 -0.3 -1.4 -1.9 0.10
H 1.2643 1.5953 -0.6375 1.2 -1.9 0.7 0.07
H -1.1259 1.9778 -0.8400 -0.6 -1.4 -1.4 -0.01
```
Forces are in eV/Å.

Record 5
DFT (ωB97M-V with the def2-TZVPD basis set) results for a structure of composition C43H47ClF10N15O5Rb.

- E_tot (eV) = -118283.124
- LUMO level (hartree) = 0.1125
- largest force on an atom (eV/Å) = 4.96
- net charge = -2
- gap between HOMO and LUMO (eV) = 4.52
- molecular weight (Da) = 1164.850

Structure (XYZ):
```
122
Properties=species:S:1:pos:R:3:forces:R:3:lowdin_charge:R:1
Rb -0.1953 -0.9517 -1.2473 -0.1 0.2 -0.2 0.75
N -1.5718 3.5588 5.7463 0.1 3.9 1.0 0.10
C -1.7334 2.7150 4.7763 1.1 -3.3 -2.3 -0.14
N -1.5337 1.4261 4.9156 -1.4 1.3 -1.2 0.16
C -1.4545 0.9204 6.1701 1.3 -3.1 0.4 -0.29
N -1.4095 -0.4022 6.4207 0.4 2.4 0.9 0.06
N -1.6491 -1.1078 5.3364 -1.6 0.0 -2.2 -0.03
C -1.2826 -2.2876 5.0988 0.4 -0.3 1.5 -0.11
C -1.7861 -2.9851 3.9064 0.7 -0.5 0.2 -0.26
C -2.9372 -2.6496 3.2129 -0.1 -1.1 -1.3 -0.01
C -3.2000 -3.3597 2.0177 -0.2 -0.1 0.6 -0.05
C -2.3179 -4.3619 1.5921 -0.9 0.8 0.6 -0.06
C -1.3222 -4.7119 2.5013 0.5 -0.6 -2.4 -0.19
N -1.0160 -4.0477 3.5675 -0.3 0.8 1.3 0.10
C -1.1673 1.8011 7.2654 -0.7 1.3 1.1 -0.08
C -1.0206 1.4208 8.6100 0.7 -1.1 0.1 -0.02
C -0.9202 2.3482 9.5953 0.2 1.2 0.7 -0.11
C -1.0481 3.7150 9.3303 0.1 0.1 1.2 -0.10
C -1.0851 4.1287 8.0417 -0.4 0.7 -1.7 -0.03
C -1.1958 3.1806 7.0076 -0.4 -1.1 1.2 -0.17
H -1.6716 4.5631 5.5329 0.2 -0.9 0.3 0.17
H -1.8730 3.1346 3.7646 -0.1 -0.3 0.5 0.14
H -0.6437 -2.8594 5.8147 -0.2 0.3 -0.7 0.12
H -3.6648 -1.9250 3.5254 0.2 0.4 0.3 0.10
H -4.1705 -3.1773 1.5315 0.8 0.1 -0.2 0.11
H -2.4095 -4.8413 0.6209 -0.1 -0.1 0.3 0.10
H -0.6610 -5.5227 2.1895 0.0 0.0 0.4 0.10
H -0.9318 0.3836 8.9246 -0.1 0.0 -0.6 0.11
H -0.6166 2.1819 10.6205 -0.5 -0.9 0.1 0.10
H -1.1572 4.3477 10.2335 0.5 0.1 -1.0 0.11
H -1.0983 5.1584 7.6747 -0.2 0.0 0.7 0.11
C -2.8870 -3.5174 -2.7786 -1.8 1.0 -1.3 -0.09
N -2.4900 -2.3125 -3.5121 0.8 0.2 0.8 -0.22
C -1.6220 -2.4006 -4.6809 0.8 -1.1 0.4 -0.18
C -0.2696 -3.1432 -4.4412 -0.1 -1.9 0.1 -0.26
N 0.8113 -2.3821 -3.8721 0.7 1.0 -0.9 -0.05
C 1.8115 -1.8397 -4.6298 -0.7 0.4 2.0 -0.21
C 2.4187 -2.2043 -5.8547 -2.5 -1.6 0.8 -0.13
F 1.7524 -3.2645 -6.4914 1.6 0.7 0.0 0.01
C 3.5286 -1.6225 -6.3917 -0.9 0.2 -0.6 -0.20
F 4.0901 -2.2575 -7.4204 0.4 0.4 -0.9 0.10
C 3.8959 -0.3701 -5.9494 1.0 0.2 1.2 -0.17
F 4.7858 0.3975 -6.6119 0.4 -0.2 -0.1 0.07
C 3.5243 -0.0275 -4.6297 -0.4 0.2 0.8 -0.12
F 4.1836 0.9827 -3.9605 -0.8 -1.0 -1.0 0.07
C 2.5265 -0.7603 -3.9968 0.5 0.6 1.6 -0.08
F 2.2616 -0.4848 -2.6111 0.5 -0.3 -2.9 -0.07
C -3.6568 -1.5415 -3.8236 -1.2 -0.5 -0.1 -0.27
C -3.4567 -0.1419 -4.2821 1.5 1.4 -1.4 -0.28
N -2.6512 0.5962 -3.2993 -1.0 -0.5 -1.0 0.04
C -2.0713 1.6679 -3.7894 1.1 1.3 1.4 -0.25
C -2.2687 2.4682 -4.9480 -0.6 -0.6 -1.1 -0.15
F -3.3885 2.2788 -5.7234 0.0 -0.4 -0.2 0.02
C -1.4858 3.5318 -5.3377 0.5 0.5 2.2 -0.18
F -1.5061 4.0920 -6.5530 -0.6 0.0 -0.4 0.09
C -0.6911 4.1504 -4.3690 -0.4 -0.1 -2.1 -0.21
F 0.0463 5.1729 -4.7983 1.0 1.1 0.0 0.08
C -0.4979 3.5491 -3.1639 0.8 -0.9 2.0 -0.14
F 0.3687 4.0765 -2.2208 -1.0 -0.4 -1.2 0.06
C -1.0918 2.3270 -2.9322 -0.4 -0.3 0.6 -0.14
F -0.9114 1.7633 -1.6946 0.1 0.4 -0.7 -0.04
H -3.5729 -4.1380 -3.3931 0.1 -0.2 -0.1 0.08
H -2.1387 -4.1631 -2.4224 1.4 -0.4 0.3 0.04
H -3.5276 -3.2039 -1.9429 0.4 0.1 0.0 0.08
H -2.1581 -2.8568 -5.5512 0.1 0.0 0.3 0.12
H -1.2933 -1.4220 -4.9904 -0.3 0.6 0.0 0.10
H -0.4381 -3.9674 -3.6659 -0.1 0.6 -1.2 0.10
H -0.0224 -3.6221 -5.4243 -0.2 0.2 0.9 0.10
H -4.2400 -2.0807 -4.6054 -0.1 0.0 0.0 0.12
H -4.3250 -1.4685 -2.9598 0.2 -0.2 0.2 0.11
H -2.8974 -0.1169 -5.2840 -0.7 -0.2 1.0 0.12
H -4.4478 0.2973 -4.5508 0.4 -0.2 0.5 0.11
O -1.7051 0.5809 0.8709 0.5 0.7 0.8 -0.17
H -2.0011 1.4616 0.5649 -0.1 -0.3 -0.3 -0.01
H -1.0142 0.8320 1.5314 -0.6 -0.6 -0.6 0.00
N 3.0237 4.5934 -0.0929 1.4 0.2 -0.4 -0.10
N 3.7850 3.5254 -0.7512 -0.8 -0.7 -0.2 -0.09
H 3.7555 5.2935 0.1166 -0.7 -0.5 0.1 0.04
H 2.6995 4.1665 0.7688 -0.2 0.5 0.1 -0.02
H 3.9384 2.7842 -0.0461 0.0 0.5 -0.6 0.04
H 3.1173 3.0764 -1.4095 0.6 0.5 0.6 0.06
O 3.0742 1.2919 2.7030 0.6 -1.3 1.6 -0.33
Cl 1.9822 1.5318 1.8395 2.0 3.6 -2.8 0.69
O 2.3745 1.0421 0.5052 -1.1 0.7 1.1 -0.36
O 0.7476 0.9598 2.2322 -0.8 -0.5 0.8 -0.35
O 1.8676 3.0488 1.8479 -1.0 -2.5 -0.1 -0.41
C 4.8957 -4.9079 -1.5864 0.7 0.8 0.0 -0.17
C 3.5425 -4.8238 -2.2862 0.4 0.6 -1.2 -0.22
N 2.7917 -3.7510 -1.6931 0.1 -0.2 0.9 0.07
C 2.8312 -3.4237 -0.3417 -2.2 0.7 -1.0 -0.40
N 1.9941 -2.5384 0.1007 0.5 -0.2 -1.0 0.01
C 2.2113 -1.8663 1.3776 -1.3 -0.9 -0.6 -0.24
C 2.6816 -2.8570 2.4286 0.1 -0.1 0.0 -0.15
C 3.7840 -3.7003 1.8106 2.6 0.0 1.4 -0.18
N 3.6631 -4.1272 0.4467 0.8 -0.8 -0.2 -0.06
C 4.5834 -5.1487 -0.0859 0.4 1.3 -0.3 -0.15
H 5.4552 -3.9217 -1.8094 -0.9 -1.4 0.8 0.14
H 5.5981 -5.7094 -1.9244 -0.9 0.4 0.0 0.11
H 3.0177 -5.7847 -2.2903 0.0 -0.2 0.2 0.11
H 3.6539 -4.5073 -3.3462 0.1 -0.5 0.4 0.12
H 2.0483 -3.3575 -2.2598 -0.1 0.5 0.1 0.09
H 1.2226 -1.4301 1.5717 0.4 -0.1 0.7 0.09
H 2.8437 -1.0356 1.1662 0.9 0.5 0.4 0.08
H 1.8563 -3.4946 2.7115 -0.4 -0.2 0.0 0.09
H 3.0625 -2.4481 3.3874 -0.1 0.1 -0.7 0.12
H 3.9873 -4.5943 2.4424 -0.3 0.3 -0.3 0.12
H 4.7491 -3.0951 1.9016 -0.9 -0.5 -0.1 0.14
H 4.1110 -6.1402 -0.0006 0.4 0.1 0.2 0.12
H 5.5431 -5.0597 0.4585 -0.5 -0.4 0.1 0.12
N -2.7036 7.5442 0.3761 0.3 1.5 0.0 0.10
C -2.5689 6.2298 0.1952 0.1 -2.8 -0.7 -0.35
C -1.4560 5.5344 0.7390 -0.4 -0.4 0.1 0.00
C -1.5235 4.1199 0.8015 -0.1 2.7 -1.3 -0.13
N -2.4336 3.4635 0.1090 -0.8 -1.9 0.4 0.03
C -3.3864 4.0642 -0.5831 -0.7 2.5 0.2 -0.13
C -3.5299 5.4811 -0.5502 1.4 -1.1 0.9 -0.01
H -2.0132 8.0464 0.8802 0.4 0.2 0.3 0.09
H -3.5496 8.0184 0.1962 -0.7 0.2 -0.3 0.08
H -0.5668 6.1034 1.0618 -0.6 -0.4 0.2 0.11
H -0.8007 3.5819 1.3755 0.6 -0.5 0.0 0.09
H -4.1980 3.5147 -1.1053 1.1 -0.1 0.3 0.12
H -4.2965 5.9973 -1.0960 -0.4 0.1 -0.1 0.08
```
Forces are in eV/Å.

Record 6
DFT (ωB97M-V with the def2-TZVPD basis set) results for a structure of composition C19H36O2.

- E_tot (eV) = -24365.066
- LUMO level (hartree) = 0.0265
- largest force on an atom (eV/Å) = 18.97
- gap between HOMO and LUMO (eV) = 9.47
- molecular weight (Da) = 296.495
- energy above the lowest of the compared OMol25 structures with the same formula, charge and spin (kJ/mol) = 1702.4

Structure (XYZ):
```
57
Properties=species:S:1:pos:R:3:forces:R:3:lowdin_charge:R:1
C 5.1614 -4.1678 0.8989 2.1 2.1 1.5 -0.14
C 4.5856 -4.2289 2.2547 0.5 0.8 3.2 -0.27
C 2.9881 -4.3286 2.4443 4.2 -2.5 -1.7 -0.22
C 2.4356 -3.0780 1.9500 0.0 -0.4 3.3 -0.26
C 0.9848 -3.1980 2.0249 3.6 10.7 11.4 -0.22
C 0.3687 -1.8673 1.7823 -1.5 -0.1 -0.1 -0.28
C -1.0377 -1.8473 2.0939 -8.1 -3.6 -1.7 -0.26
H -1.7292 -2.8990 1.4978 2.3 2.5 1.3 0.19
H -1.4488 -2.1608 3.1070 1.3 0.9 -0.6 0.12
C -1.9415 -0.6244 1.5240 1.9 -0.9 1.9 -0.13
C -3.4915 -0.7788 1.9992 11.3 4.9 -2.4 -0.08
C -4.2333 0.1476 2.2140 -0.2 10.9 -0.3 -0.05
C -3.7547 1.7335 2.1806 -0.6 -5.3 8.4 -0.26
H -2.7720 1.8612 2.5134 2.0 -0.2 -0.2 0.08
H -4.2464 1.9908 3.2623 0.9 -0.4 -1.8 0.16
C -4.2469 2.6938 1.3619 -6.0 0.2 -7.3 -0.24
C -3.7712 2.3907 -0.2081 -2.9 2.8 3.7 -0.18
C -2.2984 2.6409 -0.3062 -3.4 -2.3 -0.4 -0.24
C -2.0797 2.1607 -1.7006 7.6 -0.5 1.4 -0.14
C -0.3702 2.3884 -1.7621 -5.0 -7.1 -6.3 -0.06
C 0.0614 1.8199 -3.3080 3.7 12.2 3.9 0.02
C 1.6621 1.8864 -3.1419 -12.4 4.7 -13.5 -0.52
O 2.2739 1.5352 -2.3442 9.9 -5.3 12.3 0.28
O 2.0874 2.3763 -4.3767 -10.1 0.5 3.0 -0.03
C 3.2005 2.1078 -4.7620 8.9 10.4 -2.4 -0.23
H 3.7297 1.3490 -4.6628 3.7 -7.8 1.1 0.01
H 4.0030 3.0102 -4.1402 -1.0 -2.3 -0.9 0.17
H 3.4343 2.6625 -5.6542 -0.2 -0.6 -1.3 0.09
H -0.1552 0.9219 -3.3990 -2.6 -8.2 -1.2 0.01
H -0.2896 2.6440 -4.0408 0.6 -2.1 0.8 0.15
H -0.2468 3.3351 -1.6679 1.6 5.9 0.9 0.03
H 0.0991 1.6536 -1.2144 0.9 -0.8 2.2 0.07
H -2.4799 2.7592 -2.4434 -1.1 1.2 -1.3 0.08
H -2.0866 1.1133 -1.9590 -1.0 -0.4 0.4 0.10
H -2.1585 3.6686 -0.2421 0.9 1.9 0.3 0.10
H -1.9293 2.0774 0.5840 0.7 0.4 -1.3 0.12
H -4.5541 2.7395 -0.9562 1.5 0.2 0.7 0.14
H -3.9378 1.3906 -0.0993 -0.2 -3.1 -0.7 0.05
H -5.4659 2.5617 1.3495 2.6 0.6 -0.1 0.16
H -4.0636 3.6338 1.6964 0.6 3.0 0.8 0.07
H -5.1958 0.3117 2.3200 -4.9 -0.9 0.9 0.06
H -3.7136 -1.6289 1.9212 -3.6 -12.5 -0.7 -0.01
H -1.3826 0.1672 2.0815 -1.0 0.3 -0.7 0.09
H -1.6348 -0.5307 0.4246 -1.2 0.0 1.3 0.12
H 0.4349 -1.8793 0.7627 0.1 1.5 -3.2 0.09
H 0.6206 -0.9140 2.2241 1.9 -0.1 0.2 0.14
H 0.5667 -3.9032 1.6451 -4.8 -8.3 -4.9 0.03
H 0.7926 -3.1588 3.1997 0.1 -1.5 -1.7 0.17
H 2.5196 -3.0076 0.9405 2.0 0.9 -3.1 0.10
H 2.9566 -2.3417 2.6736 -1.4 -0.2 -1.9 0.17
H 2.7132 -5.2571 1.8432 0.0 1.1 0.5 0.14
H 2.8429 -4.6252 3.4776 -0.4 0.6 0.2 0.11
H 4.9028 -5.1824 2.7026 0.5 0.4 0.2 0.09
H 5.1067 -3.3342 2.8376 -1.6 -1.8 -0.4 0.14
H 6.2592 -4.1263 0.8058 -0.4 -0.5 0.5 0.10
H 4.7622 -4.9497 0.4726 -1.4 -4.6 -3.0 0.02
H 4.8630 -3.3764 0.3134 -1.0 2.3 -1.1 0.05
```
Forces are in eV/Å.